Record 1
The following is a quantum chemistry calculation of C31H35AuClF5N2O5SiTe as an isolated structure, from OMol25.

* HOMO: -3.23 eV
* energy relative to the best compared isomer or geometry (same formula, charge and spin): 17.69 kJ/mol
* net charge: -2

Positions of all 82 atoms, in Å:
Au 0.546 0.371 -0.707
C -1.652 -3.765 2.531
C -0.784 -2.581 2.943
C -1.665 -1.335 3.110
C -0.066 -2.898 4.253
N 0.211 -2.424 1.876
N 1.072 -1.318 1.981
H -2.389 -3.992 3.304
H -1.030 -4.647 2.361
H -2.187 -3.547 1.605
H -2.486 -1.533 3.804
H -2.087 -1.026 2.150
H -1.098 -0.491 3.508
H -0.788 -3.050 5.060
H 0.593 -2.076 4.540
H 0.537 -3.802 4.140
H -0.262 -2.307 0.980
H 1.941 -1.550 2.435
H 0.661 -0.463 2.338
O -0.827 -1.119 -0.555
Si -1.582 -1.933 -1.697
C -2.854 -3.090 -0.903
C -2.690 -4.471 -0.807
C -3.635 -5.270 -0.172
C -4.772 -4.695 0.378
C -4.956 -3.320 0.293
C -4.006 -2.529 -0.338
C -0.376 -3.034 -2.661
C 0.938 -3.175 -2.214
C 1.845 -3.983 -2.890
C 1.450 -4.674 -4.027
C 0.145 -4.549 -4.488
C -0.752 -3.735 -3.810
C -2.547 -0.916 -2.952
C -2.216 0.422 -3.176
C -2.929 1.193 -4.082
C -3.983 0.637 -4.794
C -4.331 -0.690 -4.584
C -3.623 -1.452 -3.663
H -1.803 -4.933 -1.227
H -3.481 -6.341 -0.103
H -5.509 -5.313 0.877
H -5.835 -2.860 0.729
H -4.155 -1.454 -0.388
H 1.248 -2.634 -1.326
H 2.863 -4.071 -2.529
H 2.156 -5.303 -4.557
H -0.170 -5.081 -5.379
H -1.765 -3.635 -4.188
H -1.428 0.886 -2.595
H -2.678 2.239 -4.205
H -4.550 1.244 -5.491
H -5.168 -1.126 -5.119
H -3.930 -2.478 -3.481
F -3.246 4.221 1.077
Te -3.479 2.517 0.288
F -2.610 1.739 1.767
F -4.114 0.813 -0.209
F -4.728 3.284 -0.905
F -4.973 2.466 1.437
O -2.069 2.593 -0.785
C 0.054 4.037 0.760
C -0.065 3.660 2.207
C -0.795 4.444 3.095
C -0.945 4.067 4.417
Cl -1.871 5.089 5.501
C -0.392 2.897 4.900
C 0.343 2.113 4.026
C 0.512 2.491 2.702
O 1.214 1.643 1.891
C 2.487 2.111 1.455
C 2.653 2.444 -0.037
O 3.588 3.205 -0.287
O 1.902 1.898 -0.909
H -0.741 4.729 0.490
H -0.048 3.156 0.127
H 1.020 4.504 0.545
H -1.284 5.340 2.734
H -0.538 2.603 5.930
H 0.792 1.185 4.357
H 3.203 1.311 1.672
H 2.779 2.997 2.019



Record 2
The following is a quantum chemistry calculation of one molecule with the formula HIOS in a non-equilibrium geometry, from OMol25.

* HOMO: -8.44 eV
* energy relative to the best compared isomer or geometry (same formula, charge and spin): 175.09 kJ/mol

Positions of all 4 atoms, in Å:
O 0.694 1.000 0.117
S -1.329 -1.426 -0.883
I -0.844 0.111 0.737
H 1.479 0.316 0.029



Record 3
The following is a quantum chemistry calculation of a 2-piece molecular cluster, C4H13N2O2 overall in a non-equilibrium geometry, from OMol25.

* HOMO: -14.40 eV
* energy relative to the best compared isomer or geometry (same formula, charge and spin): 202.67 kJ/mol
* net charge: +1

Positions of all 21 atoms, in Å:
C -1.384 -1.566 0.399
C -0.081 -0.944 0.577
C 0.045 0.189 -0.464
C 1.366 0.870 -0.669
N 1.417 2.148 -1.045
O 2.333 0.249 -0.359
N 0.896 -2.004 0.242
H -1.960 -2.104 1.273
H -1.466 -2.390 -0.265
H -2.003 -0.791 -0.047
H 0.161 -0.561 1.588
H -0.300 -0.213 -1.435
H -0.761 0.955 -0.367
H 0.604 2.656 -1.282
H 2.324 2.576 -1.103
H 0.571 -2.744 -0.439
H 0.996 -2.613 1.077
H 1.804 -1.439 -0.057
H -0.673 2.644 0.574
H -2.256 2.518 1.275
O -1.632 2.566 0.528



Record 4
The following is a quantum chemistry calculation of C20H37Br3CaCl4F2ILiNO10PS as an isolated structure in a non-equilibrium geometry, from OMol25.

* HOMO: -5.81 eV

Positions of all 82 atoms, in Å:
C 0.280 -3.168 2.543
C 0.696 -1.964 3.558
F 0.362 -0.750 2.835
C 2.261 -2.129 3.812
O 2.448 -3.530 4.227
C 3.765 -3.936 3.865
I 3.947 -4.665 1.788
C 2.892 -1.190 4.942
O 3.983 -0.386 4.474
C 3.604 0.416 3.329
C 4.501 -0.074 2.087
C 4.243 0.730 0.737
O 4.975 1.734 0.524
N 3.263 0.392 -0.314
C 2.988 -1.067 -0.411
C 2.031 1.199 -0.042
P 1.585 -0.187 5.936
S 0.917 -1.429 7.316
H -0.487 -2.722 1.804
H 1.170 -3.570 1.955
H -0.258 -3.998 3.118
H 0.041 -2.117 4.479
H 2.776 -2.047 2.795
H 4.539 -3.088 3.997
H 4.065 -4.757 4.617
H 3.342 -1.901 5.731
H 3.922 1.505 3.541
H 2.486 0.455 3.112
H 5.610 0.135 2.388
H 4.436 -1.219 1.983
H 2.941 -1.354 -1.528
H 1.977 -1.295 0.081
H 3.786 -1.736 0.049
H 1.508 1.365 -1.044
H 1.346 0.709 0.729
H 2.387 2.222 0.332
H 2.327 0.835 6.612
H 0.554 0.351 5.106
O -2.235 -3.054 0.472
C -2.341 -2.081 -0.239
O -1.736 -1.959 -1.447
C -1.981 -0.642 -1.968
C -3.220 -0.159 -1.259
C -3.105 -0.828 0.092
H -1.110 -0.015 -1.755
H -2.122 -0.693 -3.049
H -3.287 0.932 -1.204
H -4.113 -0.528 -1.777
H -2.520 -0.228 0.793
H -4.084 -1.064 0.509
Ca 6.427 -4.597 1.545
C -2.044 -0.579 -6.415
Cl -2.050 0.505 -5.020
Cl -3.524 -1.546 -6.482
H -1.968 0.015 -7.325
H -1.185 -1.251 -6.338
C 2.006 -1.389 -6.574
Cl 1.996 -0.304 -5.180
Cl 0.525 -2.355 -6.644
H 2.085 -0.797 -7.483
H 2.861 -2.059 -6.495
C -5.537 3.157 -5.975
Br -5.490 2.040 -4.391
Br -5.114 5.005 -5.566
Br -4.409 2.456 -7.391
H -6.560 3.139 -6.346
O 7.834 -4.162 5.085
H 7.737 -4.082 6.032
F 7.132 0.289 3.034
Li 2.402 -7.005 2.566
C -5.537 6.582 -1.304
C -6.951 6.708 -1.787
O -7.331 5.360 -2.020
C -6.531 4.578 -1.243
O -6.693 3.407 -1.072
O -5.523 5.303 -0.687
H -5.269 7.361 -0.590
H -4.812 6.587 -2.124
H -7.615 7.138 -1.032
H -7.029 7.297 -2.703
O -2.282 2.556 -0.331
H -2.899 3.197 0.021



Record 5
The following is a quantum chemistry calculation of one molecule with the formula C3H5N3O, from OMol25.

* HOMO: -8.79 eV
* energy relative to the best compared isomer or geometry (same formula, charge and spin): 308.65 kJ/mol

Positions of all 12 atoms, in Å:
O 0.988 1.172 1.857
C 0.909 1.158 0.482
C -0.190 -1.043 0.925
N -0.936 -1.892 0.225
N -1.142 -1.331 -1.009
C -0.557 -0.153 -1.114
N 0.031 0.049 0.060
H 0.776 0.250 2.133
H 1.883 0.996 -0.002
H 0.500 2.111 0.127
H -1.682 -1.814 -1.710
H -0.580 0.498 -1.974



Record 6
The following is a quantum chemistry calculation of C3H5O3 as an isolated structure in a non-equilibrium geometry, from OMol25.

* HOMO: -14.62 eV
* energy relative to the best compared isomer or geometry (same formula, charge and spin): 788.08 kJ/mol
* net charge: +1

Positions of all 11 atoms, in Å:
C 0.468 0.677 -2.312
C -0.153 -0.326 -1.435
C -0.291 -1.011 2.532
O 0.139 0.575 -0.263
O -0.832 -0.147 1.864
O -0.580 0.993 -1.356
H 1.452 1.154 -2.032
H 0.100 0.705 -3.399
H -0.563 -1.315 3.499
H 0.655 -1.378 2.143
H -0.395 0.072 0.760



Record 7
The following is a quantum chemistry calculation of C45H39AuN6P2Si as an isolated structure in a non-equilibrium geometry, from OMol25.

* HOMO: -12.17 eV
* energy relative to the best compared isomer or geometry (same formula, charge and spin): 402.54 kJ/mol
* net charge: +2

Positions of all 94 atoms, in Å:
Au 0.310 -0.117 -0.485
C 3.965 0.623 -0.832
Si 2.550 0.334 0.361
C 2.322 1.877 1.437
C 3.312 2.347 2.296
C 3.069 3.431 3.124
C 1.825 4.048 3.124
C 0.832 3.610 2.263
C 1.092 2.539 1.417
P -0.033 2.001 0.127
C -1.747 1.968 0.562
C -2.422 3.317 0.455
C -3.603 3.434 1.383
C -4.661 2.665 1.166
C -4.632 1.650 0.060
C -3.581 1.949 -1.039
C 0.331 3.153 -1.240
C -0.276 2.851 -2.470
C -0.019 3.628 -3.588
C 0.860 4.701 -3.495
C 1.467 4.997 -2.285
C 1.204 4.233 -1.154
C 2.653 -1.203 1.465
C 3.815 -1.977 1.437
C 3.928 -3.139 2.186
C 2.870 -3.551 2.977
C 1.702 -2.801 3.024
C 1.578 -1.627 2.282
P 0.027 -0.643 2.400
C 0.274 0.384 3.888
C -0.824 1.125 4.332
C -0.755 1.816 5.530
C 0.411 1.786 6.284
C 1.511 1.077 5.830
C 1.450 0.380 4.629
C -1.192 -1.821 3.089
C -1.948 -2.584 2.207
C -2.858 -3.520 2.674
C -3.012 -3.709 4.038
C -2.259 -2.956 4.928
C -1.358 -2.009 4.463
H 3.744 1.463 -1.491
H 4.180 -0.247 -1.455
H 4.868 0.871 -0.269
H 4.278 1.854 2.328
H 3.845 3.788 3.789
H 1.628 4.871 3.798
H -0.142 4.084 2.264
H -1.731 4.153 0.553
H -3.541 4.124 2.214
H -5.531 2.692 1.810
H -5.627 1.394 -0.295
H -3.865 1.645 -2.044
H -0.887 1.954 -2.549
H -0.484 3.389 -4.537
H 1.083 5.295 -4.370
H 2.158 5.827 -2.221
H 1.677 4.477 -0.211
H 4.649 -1.664 0.818
H 4.836 -3.726 2.142
H 2.944 -4.459 3.560
H 0.882 -3.135 3.644
H -1.730 1.138 3.736
H -1.614 2.372 5.885
H 0.461 2.316 7.226
H 2.421 1.049 6.415
H 2.306 -0.187 4.287
H -1.817 -2.447 1.147
H -3.445 -4.098 1.970
H -3.711 -4.447 4.410
H -2.371 -3.108 5.994
H -0.778 -1.430 5.168
N -3.021 3.308 -0.967
C -2.609 0.986 -0.245
N -3.835 0.445 0.463
C -4.289 -0.761 -0.016
N -5.587 -1.054 0.170
N -3.534 -1.621 -0.655
C -2.278 -1.251 -0.960
N -1.832 -0.011 -0.913
C -1.333 -2.328 -1.295
C -1.788 -3.571 -1.720
C -0.887 -4.597 -1.921
C 0.464 -4.360 -1.691
C 0.856 -3.104 -1.278
N -0.011 -2.111 -1.075
H -3.736 4.025 -1.100
H -2.261 3.419 -1.649
H -6.067 -0.684 0.977
H -5.855 -1.983 -0.118
H -2.851 -3.697 -1.868
H -1.220 -5.575 -2.242
H 1.197 -5.144 -1.814
H 1.893 -2.876 -1.071



Record 8
The following is a quantum chemistry calculation of C10H18F6GaNO4P as an isolated structure, from OMol25.

* HOMO: -3.13 eV
* net charge: -1

Positions of all 41 atoms, in Å:
C -4.405 0.721 -1.061
P -2.859 1.254 -1.958
O -2.435 -0.280 -2.586
Ga -1.252 1.760 -0.278
C 0.530 2.002 -1.259
N 0.511 1.305 -2.573
C -0.963 0.305 1.149
C -2.222 -0.381 1.692
C -1.983 -1.686 2.493
C -2.037 -2.965 1.686
F -2.084 -4.049 2.547
F -3.170 -3.037 0.919
C -0.843 -3.249 0.734
F -0.953 -2.562 -0.397
F -0.786 -4.553 0.416
F 0.327 -2.933 1.316
H -5.206 0.581 -1.802
H -4.703 1.529 -0.384
H -4.292 -0.218 -0.508
H -3.248 -0.716 -2.868
H -1.676 3.151 0.434
H 1.365 1.672 -0.624
H 0.669 3.072 -1.439
H 1.092 1.776 -3.258
H 0.818 0.345 -2.498
H -0.248 -0.426 0.750
H -0.456 0.795 1.996
H -2.705 0.315 2.392
H -2.951 -0.576 0.903
H -2.763 -1.818 3.253
H -1.012 -1.630 2.995
C 4.596 0.403 0.417
C 5.902 0.744 -0.269
O 5.503 1.659 -1.261
C 4.333 2.254 -0.852
O 3.842 3.197 -1.359
O 3.842 1.596 0.225
F 6.482 -0.336 -0.856
H 4.101 -0.430 -0.086
H 4.697 0.190 1.478
H 6.643 1.218 0.379



Record 9
The following is a quantum chemistry calculation of C30H32F4N11ORuS as an isolated structure, from OMol25.

* HOMO (alpha / beta): -10.47 / -11.09 eV
* ⟨S²⟩: 6.10
* energy relative to the best compared isomer or geometry (same formula, charge and spin): 0.00 kJ/mol
* 2S+1: 5
* net charge: +1

Positions of all 80 atoms, in Å:
Ru 1.082 -0.171 0.467
C -0.708 1.086 5.926
C -0.069 2.139 5.036
N -0.686 2.187 3.710
C -0.303 1.518 2.636
S 1.105 0.493 2.700
N -1.077 1.699 1.542
N -0.749 0.870 0.571
C -1.445 0.905 -0.576
C -2.509 1.933 -0.769
C -1.138 -0.110 -1.486
C -1.975 -0.305 -2.731
C -1.500 -1.445 -3.571
C -0.608 -2.326 -3.106
C 0.040 -2.099 -1.844
N -0.163 -1.027 -1.120
H -0.238 1.107 6.909
H -0.589 0.088 5.507
H -1.774 1.278 6.059
H 0.994 1.946 4.900
H -0.169 3.135 5.465
H -1.564 2.680 3.611
H -2.124 2.921 -0.516
H -3.331 1.734 -0.079
H -2.908 1.938 -1.779
H -2.018 0.617 -3.311
H -1.966 -1.575 -4.540
H -0.330 -3.200 -3.678
H 0.749 -2.819 -1.458
C 2.724 0.379 -2.883
N 1.837 1.522 -2.776
C 0.906 1.698 -3.877
C 1.713 2.185 -1.598
N 2.032 1.583 -0.468
N 1.265 3.465 -1.645
C 1.635 4.370 -2.730
C 0.832 4.128 -0.425
H 3.156 0.363 -3.884
H 2.199 -0.567 -2.720
H 3.524 0.470 -2.155
H 0.449 0.733 -4.115
H 1.409 2.061 -4.776
H 0.123 2.400 -3.602
H 2.174 2.256 0.277
H 2.241 3.852 -3.466
H 2.222 5.197 -2.325
H 0.751 4.782 -3.218
H 1.672 4.561 0.128
H 0.297 3.434 0.221
H 0.154 4.937 -0.693
F -0.611 -4.990 0.901
C -1.549 -4.040 0.912
C -2.473 -4.017 -0.112
F -2.386 -4.926 -1.083
C -3.415 -3.002 -0.207
C -3.432 -2.049 0.805
C -2.494 -2.067 1.823
F -2.490 -1.063 2.705
C -1.514 -3.045 1.882
C -0.356 -2.924 2.797
C 0.820 -2.824 2.185
N 1.824 -2.815 1.533
C -0.468 -2.733 4.201
N -0.563 -2.543 5.331
F -4.285 -1.024 0.750
C -4.150 -2.781 -1.485
C -4.940 -3.771 -2.133
N -5.579 -4.578 -2.645
C -3.815 -1.623 -2.025
N -3.394 -0.523 -2.276
C 4.330 -0.267 1.791
O 3.337 -1.244 2.077
C 2.520 -1.624 1.009
C 3.335 -2.042 -0.203
H 4.662 0.118 2.751
H 3.924 0.556 1.195
H 5.180 -0.711 1.269
H 3.867 -1.188 -0.620
H 2.711 -2.469 -0.984
H 4.059 -2.797 0.111



Record 10
The following is a quantum chemistry calculation of a 2-piece molecular cluster, C2H5FNO overall in a non-equilibrium geometry, from OMol25.

* HOMO (alpha / beta): -2.29 / -2.30 eV
* energy relative to the best compared isomer or geometry (same formula, charge and spin): 476.25 kJ/mol
* net charge: -1

Positions of all 10 atoms, in Å:
C 0.634 -0.437 -0.049
C -0.368 -0.255 -1.049
N -0.364 0.561 1.812
O 0.533 1.157 2.498
F -0.114 -1.049 -2.374
H 1.572 0.086 -0.153
H 0.707 -1.413 0.404
H -0.435 0.753 -1.458
H -1.346 -0.657 -0.789
H -0.819 1.254 1.158



Record 11
The following is a quantum chemistry calculation of one molecule with the formula H3NO in a non-equilibrium geometry, from OMol25.

* HOMO: -9.69 eV
* energy relative to the best compared isomer or geometry (same formula, charge and spin): 57.31 kJ/mol
* SMILES string: NO

Positions of all 5 atoms, in Å:
N -0.544 -0.376 -0.137
O 0.659 0.284 -0.021
H -0.788 -0.642 0.782
H -1.121 0.421 -0.473
H 0.440 0.581 0.822



Record 12
The following is a quantum chemistry calculation of C3H7NO as an isolated structure in a non-equilibrium geometry, from OMol25.

* HOMO: -9.49 eV
* energy relative to the best compared isomer or geometry (same formula, charge and spin): 475.10 kJ/mol

Positions of all 12 atoms, in Å:
C -0.402 -0.868 0.994
C 1.026 0.737 -0.926
C -1.004 -0.397 -0.267
N 1.597 0.923 0.211
O -0.003 -0.049 1.855
H 1.218 1.709 0.735
H -1.738 -1.062 0.756
H 0.043 -1.878 0.938
H 0.357 1.462 -1.409
H 1.423 -0.047 -1.566
H -0.997 -1.084 -1.108
H -1.520 0.555 -0.213



Record 13
The following is a quantum chemistry calculation of a 2-piece molecular cluster, C9H14 overall in a non-equilibrium geometry, from OMol25.

* HOMO: -8.66 eV
* energy relative to the best compared isomer or geometry (same formula, charge and spin): 228.81 kJ/mol
* SMILES string: Cc1ccccc1.CC

Positions of all 23 atoms, in Å:
C 0.369 1.462 -0.158
C -0.978 0.769 -0.013
C -1.114 -0.610 -0.358
C -2.218 -1.301 0.231
C -3.274 -0.578 0.762
C -3.175 0.810 0.928
C -2.073 1.472 0.566
H 0.179 2.550 -0.343
H 0.850 1.005 -1.096
H 1.060 1.339 0.770
H -0.428 -1.088 -0.991
H -2.231 -2.450 0.248
H -4.221 -1.077 1.032
H -3.808 1.196 1.714
H -1.844 2.373 1.104
C 2.260 -1.094 -0.509
C 3.540 -0.277 -0.533
H 1.570 -1.247 -1.404
H 2.270 -2.286 -0.457
H 1.722 -0.723 0.374
H 3.637 0.067 0.440
H 3.596 0.616 -1.276
H 4.312 -0.925 -1.030



Record 14
The following is a quantum chemistry calculation of a 2-piece molecular cluster, CH6N3OS overall in a non-equilibrium geometry, from OMol25.

* HOMO (alpha / beta): -13.00 / -12.93 eV
* energy relative to the best compared isomer or geometry (same formula, charge and spin): 423.22 kJ/mol
* net charge: +1

Positions of all 12 atoms, in Å:
C 0.366 0.033 -1.030
N 0.059 -0.028 -2.327
N -1.627 -0.913 1.914
N 1.530 0.520 -0.627
O -1.029 -0.499 3.003
S -1.455 0.034 0.604
H -0.677 -0.557 -2.789
H 0.858 0.024 -2.855
H 2.347 0.703 -1.306
H 1.600 0.765 0.431
H -1.036 -1.162 3.713
H -0.935 1.082 1.271



Number 1: calculated total energy -90911.4552 eV. Number 2: calculated total energy -20997.0367 eV. Number 3: calculated total energy -11427.3735 eV. Number 4: calculated total energy -355807.6404 eV. Number 5: calculated total energy -9707.3849 eV. Number 6: calculated total energy -9317.3753 eV. Number 7: calculated total energy -86373.7964 eV. Number 8: calculated total energy -98313.0349 eV. Number 9: calculated total energy -74343.3414 eV. Number 10: calculated total energy -8406.7075 eV. Number 11: calculated total energy -3583.6994 eV. Number 12: calculated total energy -6757.8263 eV. Number 13: calculated total energy -9557.8101 eV. Number 14: calculated total energy -18475.9538 eV.